1.
C36H33GeN3O13SV as an isolated structure. Source: OMol25; level of theory: ωB97M-V/def2-TZVPD.

- <S²>: 0.763
- Net charge: +2
- Multiplicity: 2
- Calculated total energy: -5952.355110 hartree
- Maximum force: 2.345 eV Å⁻¹

XYZ file:
```
88
C36H33GeN3O13SV (ωB97M-V/def2-TZVPD)
C 4.35680 -0.35519 4.32800
H 0.02467 -6.46676 -2.64497
S 1.20666 -3.30854 -1.22358
C -1.62176 1.83214 0.88739
H -3.49237 3.38653 -2.24858
O 5.58209 -1.22811 6.05538
C -0.88325 -4.05817 -6.29722
N 3.30257 -3.07825 2.03835
H -0.23933 -1.89302 4.31288
H -2.86393 -1.19516 1.81616
H 2.13175 -6.21969 -1.37911
O -0.25289 1.81430 0.56773
C 4.18439 -1.61268 3.78221
H 3.37714 2.02846 -1.41506
H 2.59248 -6.13808 -3.07387
H -2.93375 1.10519 2.36632
C -4.62797 0.57318 -3.75496
H -5.51185 2.48782 -3.36233
C 0.16321 -3.14630 -6.26056
H -0.39588 1.83175 3.16102
H -0.95045 -4.04253 -1.89826
N 2.44469 1.75703 2.01945
C 2.01491 -5.63900 -2.29686
O 0.12781 -0.02573 2.33434
C 0.56832 1.55470 -4.01693
H -0.23538 -5.08584 -0.65609
H 0.92660 -3.16428 -7.02738
C 2.47542 2.78822 -3.19953
H 1.92600 0.04227 -1.32655
H -5.50336 0.18244 -4.25620
O -0.54845 -0.54480 -0.44250
C 0.53664 -5.50535 -2.65348
C 0.23190 -2.20943 -5.23875
C 1.67092 0.85853 -2.02092
H 3.17920 3.60230 -3.30459
C 2.52049 -4.21690 -2.09288
H -3.51890 -1.21859 -4.03504
H -2.20648 0.33099 4.59490
C -1.81148 -3.08123 -4.30440
C -0.73126 -1.22515 2.32799
H -0.21484 1.44994 -4.75940
C 3.79626 0.76782 3.76844
O 3.62533 -3.19517 0.87747
Ge -0.70495 -0.73989 -2.96216
V 0.86216 0.49416 0.36888
C 2.58151 1.90980 -2.13650
H 4.61691 -2.48099 4.26352
C -1.86342 -4.03320 -5.31311
C -1.20101 0.08018 4.26190
C -0.84347 0.85587 3.00092
C -1.05775 -1.39124 3.80031
C -1.94212 -0.69582 1.53089
O 0.97820 -2.07679 -2.10369
C -2.35743 0.27305 -2.98912
H -2.67641 -4.74719 -5.33825
C -3.50164 -0.22263 -3.61973
H 1.06115 -1.51078 -5.21333
O 5.28370 0.91446 5.99398
C -3.49891 2.37527 -2.63253
H 3.44986 -4.13118 -1.53542
C 3.06207 0.59495 2.60907
C -1.96570 0.82151 1.96138
O 2.02884 2.64420 2.68708
H 2.59839 -3.67539 -3.03760
O -2.39820 -1.73571 -0.58307
C 2.84986 -0.65203 1.98537
C 3.45370 -1.73930 2.61936
C -0.76497 -2.16050 -4.26452
H -1.95917 -1.98340 3.94325
C -0.04747 -4.57122 -1.60051
C -4.63030 1.86961 -3.25642
O 2.38922 1.77972 0.74011
H 1.38181 3.28985 -4.97164
C 1.46850 2.60768 -4.13603
H -0.51417 0.31720 5.07090
O -2.33147 2.62332 0.38178
H -1.48507 2.00216 -2.04210
N 5.15452 -0.20977 5.56920
H 3.93714 1.73910 4.22459
C -2.36982 1.58046 -2.50447
C 0.65778 0.64852 -2.96460
O 2.04048 -0.77974 0.93406
H -0.93465 -4.79020 -7.09230
C -1.69813 -1.01858 0.07432
H 0.41559 -5.06822 -3.64617
O 2.87599 -3.94637 2.76444
H -0.18832 -2.04391 1.86134
H -2.58570 -3.06924 -3.54588
```

Mulliken atomic charge list, values in e, 8 entries: -1.0038 0.4644 0.6200 -0.3227 0.4910 -0.5721 -0.6682 1.1036

---

2.
C36H33IN2O2P2Rh as an isolated structure. Source: OMol25; level of theory: ωB97M-V/def2-TZVPD.

- Net charge: +3
- Calculated total energy: -2741.621166 hartree
- Maximum force: 2.645 eV Å⁻¹

XYZ file:
```
77
C36H33IN2O2P2Rh (ωB97M-V/def2-TZVPD)
H 1.23922 5.37418 -4.00235
H 4.10517 -4.77723 5.61458
H 1.04730 4.00422 -5.09829
C -2.31181 0.45180 3.85630
C -0.50025 -3.38110 1.03137
H -6.46957 -2.22347 3.21871
C -2.95789 -0.27895 4.84711
P 0.26610 -2.29326 2.30353
C -3.25806 -2.32575 1.12470
H 1.86032 4.64400 -1.77883
C 2.59183 -5.12945 4.13996
Rh 0.41209 0.25952 0.32709
C 2.14789 -2.39424 4.24194
C 2.47371 2.05838 -0.33399
H 0.85286 3.42940 0.12047
C 1.61052 -4.56867 3.33351
H 5.29236 3.20827 1.36007
H -3.35815 -4.46335 1.34560
H 2.68328 1.37733 -1.18073
H -2.22163 -6.46925 -2.64954
H 1.05642 -5.19461 2.65065
H -4.03790 -2.91377 -4.18885
C -3.20636 -4.77343 -3.52375
H -3.46168 -0.19912 0.94457
H -3.69270 0.20454 5.47265
H 2.79055 -6.18743 4.08159
C 3.34523 -4.32989 4.99121
C -2.45560 -5.41992 -2.55222
H -3.15150 -2.17597 5.82374
C -2.65059 -1.61518 5.04986
C 1.26498 3.75539 -1.91881
C -0.25473 2.40700 -3.17107
H 1.96936 -1.32734 4.26264
C -5.01541 -1.06959 2.15059
H 2.10418 0.70917 2.74258
C -1.03834 -1.49897 3.27846
O 1.08152 -1.26428 1.57283
C 3.76280 1.96271 2.20604
H -5.49621 -0.12716 2.36043
I 4.73073 3.74458 -1.64759
C -5.55120 -2.24933 2.65145
C 3.12799 -2.96024 5.03582
C -1.34721 -0.15859 3.07708
C 0.63424 4.49977 -4.22089
H -2.55891 1.49143 3.71287
O -1.24238 -1.01937 -0.22444
H 3.73022 -2.33979 5.68032
C -4.94502 -3.47006 2.38418
C 0.57783 3.55517 -3.08097
C -3.46643 -3.41505 -3.42294
H -5.37541 -4.38502 2.75763
C -3.01897 -2.70962 -2.31900
C 1.39425 -3.20012 3.38441
C 1.15693 2.83297 -0.75918
H -1.40827 -3.26045 4.44015
H 4.22758 1.90190 3.17404
C 4.34806 2.71654 1.17830
H -3.62324 -5.34446 -4.34289
H -0.77710 2.19987 -4.09022
C -3.80790 -3.51458 1.60117
N 1.98095 1.28028 0.78423
H -1.10651 0.73253 -2.13599
H -0.81218 0.42119 2.29080
H -0.37558 4.81009 -4.48504
H -0.94460 -4.27874 1.45057
P -1.75839 -2.38864 0.11301
C -2.00536 -4.72330 -1.44258
C -2.26415 -3.36097 -1.34581
C -3.87875 -1.10485 1.36224
C 3.74262 2.81395 -0.04202
H -1.43465 -5.24652 -0.69086
C -0.41729 1.57311 -2.07853
C -1.68450 -2.22889 4.27401
H -3.24887 -1.65878 -2.21305
H 0.31502 -3.64471 0.34672
N 0.20077 1.74716 -0.92316
C 2.57753 1.27923 1.95249
```

Mulliken atomic charge list, values in e, 8 entries: 0.3825 0.4293 0.3937 -0.7083 -1.3934 0.4662 -0.6266 0.9596

---

3.
C36H33IrNS3Sb3Se4 as an isolated structure. Source: OMol25; level of theory: ωB97M-V/def2-TZVPD.

- Calculated total energy: -13071.782371 hartree
- Maximum force: 0.976 eV Å⁻¹

XYZ file:
```
81
C36H33IrNS3Sb3Se4 (ωB97M-V/def2-TZVPD)
H 4.13414 1.68580 5.98313
S 2.90199 0.52163 0.61193
C 0.51052 1.39865 -3.55599
C -2.24534 -1.39263 3.32056
H -6.45824 1.65030 2.54195
C 4.57683 0.99097 2.69990
Sb -1.96976 -0.13951 0.56086
S 1.53683 -4.26590 0.83778
H -3.09740 -4.97773 2.18010
Se -2.83330 5.18840 2.14228
H 0.56956 4.73178 -4.14718
H -3.66617 -1.41314 -1.03550
C 3.88911 1.44527 4.95709
C 0.62280 2.76324 -3.31617
C -5.67153 1.83248 1.82132
H 5.35892 0.87110 1.96011
C 5.01911 -1.98342 -3.60467
H -2.84092 2.53219 -0.70813
H -6.59441 3.59641 1.02669
H -2.30416 -2.17019 5.31406
C 0.22049 3.23132 -5.64206
C -2.69784 -2.96489 1.56083
C 4.51207 -2.34854 -2.36656
C -4.73493 3.16583 0.05361
C -2.67062 -1.02795 -1.26099
C 0.25381 0.96234 -4.85704
C -3.56862 1.21287 0.83886
Ir 0.57529 0.44115 0.55058
H -0.08551 1.51499 -6.89717
C -5.74871 2.92407 0.96847
C 4.32406 -1.07412 -4.38742
H -0.10968 -2.28441 -3.29738
H 4.72344 -0.75964 -5.34301
C 4.89752 1.27561 4.01382
H -2.81155 -0.19579 -1.95699
Sb 0.75127 -0.07462 -2.02947
C -2.38586 -1.67138 1.96218
H 5.06298 -3.02938 -1.73045
C 1.08603 -2.25136 2.28339
H -4.53792 0.11754 2.42035
H 2.60721 0.17328 -4.56656
H 2.97981 -2.05889 -0.92102
C 1.01062 -2.80089 0.15372
Sb -0.92571 3.83772 2.68092
S 0.53780 0.83832 2.83849
H 0.86693 -2.70732 -0.91077
Se 0.21336 2.81531 0.21185
H 0.84254 3.13844 -2.32699
Se 0.69343 4.71284 4.14093
C -4.58592 0.97241 1.75501
H -1.20931 -0.95211 -3.60504
H -1.99401 -0.39202 3.65398
C 2.56711 1.32020 4.57720
C 3.11850 -0.54837 -3.94310
C 2.58737 -0.93200 -2.71580
H -4.77815 4.03154 -0.59306
H 0.16668 -0.09553 -5.07787
N 0.80539 -1.83377 1.00396
H -2.36898 -2.77191 -2.47432
C 0.11051 1.87039 -5.89375
C 2.23973 1.01771 3.25651
Se 2.03454 4.10261 0.38101
H -1.30029 -2.70312 -1.10328
C 3.31140 -1.81729 -1.92097
H 5.93557 1.37785 4.30230
C 0.47722 3.67379 -4.35487
C -2.85653 -3.97283 2.50282
C 1.48899 -3.53896 2.38567
C -1.75578 -2.08662 -1.87982
H 0.95945 -1.55453 3.09695
H 1.77254 1.47033 5.29785
H 0.11031 3.94274 -6.45002
H -2.82625 -3.20269 0.51106
C -0.69592 -1.50018 -2.81300
C 3.24488 0.85795 2.30433
C -2.41372 -2.39712 4.26152
C -2.71092 -3.69018 3.85268
H -2.83305 -4.47621 4.58652
H 5.96161 -2.38935 -3.94820
H 1.75984 -4.07510 3.27864
C -3.64307 2.31425 -0.00915
```

Mulliken atomic charge list, values in e, 8 entries: 0.3801 -0.3583 0.8779 -0.4722 0.4015 -0.8070 0.3572 -0.2411

---

- Look up the calculated total energy of the second one.
  -2741.621166 hartree

---

- Which formula does entry 3 have?
  C36H33IrNS3Sb3Se4

---

- The highest calculated total energy belongs to which entry?
  C36H33IN2O2P2Rh

---

- Among the records above, which one has the highest maximum force?
  C36H33IN2O2P2Rh